# 1
Molecular formula: C10H27F2N2O3Pd
Method: DFT, wB97M-V/def2-TZVPD

Computed properties:
HOMO level (spin up / spin down) = -3.388 / -3.266 eV
Kohn-Sham gap (spin up / spin down) = 5.893 / 5.762 eV
molecular weight = 367.8 g mol⁻¹
energy above the lowest of the compared OMol25 structures with the same formula, charge and spin = 197.04 kJ/mol

Geometry as ORCA input:
```
! RIJCOSX wB97M-V def2-TZVPD def2/J DEFGRID3
* xyz -1 3
Pd 0.59786 1.16239 1.28227
F 1.36145 3.28859 1.01026
F -0.32071 2.13844 3.04226
C 3.39744 -1.85271 2.22768
C 3.38664 -0.42890 2.89832
O 2.55559 0.45208 2.12050
H 4.07460 -2.51021 2.77289
H 3.68705 -1.94328 1.18077
H 2.38161 -2.24348 2.28660
H 4.40063 -0.02978 2.92313
H 2.99499 -0.37466 3.91408
C -2.88131 -1.77247 1.69041
C -1.86880 -0.76260 1.06714
C -2.39603 0.72213 0.97163
O -1.40042 1.40112 0.27159
C -1.83066 2.55691 -0.53125
N -0.57396 -0.74119 1.86824
H -2.34071 -2.58316 2.17891
H -3.47749 -2.14258 0.85633
H -3.36854 -1.38687 2.58596
H -1.68159 -1.14394 0.06333
H -2.41184 1.12888 1.98277
H -3.39072 0.89370 0.56022
H -1.97001 3.40671 0.13697
H -2.55938 2.30285 -1.30101
H -0.92065 2.68674 -1.11701
H -0.33580 -1.71740 1.97020
H -0.95637 -0.63728 2.79726
C 0.89820 -1.77645 -1.16997
C 1.04939 -0.38603 -1.82033
C 0.07821 -0.08628 -2.87618
O 0.18750 1.25096 -3.34716
C -0.88086 1.52066 -4.27566
N 1.09709 0.70631 -0.89348
H -0.14823 -2.07916 -1.13201
H 1.45942 -1.95930 -0.25362
H 1.23532 -2.56000 -1.84857
H 2.05999 -0.29280 -2.21794
H -0.91510 -0.26944 -2.46644
H 0.05065 -0.85757 -3.64589
H -1.83344 1.40345 -3.75899
H -0.80748 0.79970 -5.08987
H -0.75648 2.53564 -4.65308
H 2.09083 0.71382 -0.71310
H 0.98206 1.46665 -1.54827
*
```

***

# 2
Molecular formula: C8H21BCl4N3O3P2
Method: DFT, wB97M-V/def2-TZVPD

Computed properties:
HOMO level = -3.732 eV
Kohn-Sham gap = 6.081 eV
molecular weight = 421.8 g mol⁻¹

Geometry as ORCA input:
```
! RIJCOSX wB97M-V def2-TZVPD def2/J DEFGRID3
* xyz -1 1
N 2.87697 -1.28166 2.77493
C 2.52613 -0.92932 1.55507
O 2.57822 -0.60274 0.11535
B 2.46805 0.84835 -0.12956
C 0.92800 1.42001 -0.23354
C -0.17097 0.28748 -0.74876
O -0.58073 -0.57066 0.38650
C -1.48937 1.12641 -1.33190
N -2.71344 0.84550 -0.47001
P 3.36579 1.92985 1.19403
N 2.91272 3.47028 0.92665
P 3.45735 1.18394 -1.77925
O 3.45520 2.74683 -2.11907
H 0.88840 2.35141 -0.97862
H 0.63689 1.78425 0.86394
H 0.24131 -0.32703 -1.67543
H -1.20855 -1.29750 0.07092
H -1.30859 2.29377 -1.26924
H -1.70771 0.87430 -2.46527
H -3.50225 1.47915 -0.79569
H -2.56093 1.12391 0.52503
H 4.79697 1.79203 1.00381
H 2.95012 1.63766 2.56107
H 3.75211 4.07357 0.67411
H 4.84715 0.82834 -1.52107
H 2.99719 0.37647 -2.87946
Cl -0.27433 -2.54413 -1.90041
C 0.69980 -3.95326 -2.38932
C 2.09277 -3.92753 -1.78152
Cl 3.09740 -2.61930 -2.45467
H 0.73760 -3.97625 -3.48286
H 0.16209 -4.84296 -2.04898
H 2.61036 -4.86685 -1.99807
H 2.05628 -3.80203 -0.69497
Cl -6.87433 1.65587 3.00547
C -5.90020 0.24674 2.51657
C -4.50723 0.27247 3.12436
Cl -3.50260 1.58070 2.45121
H -5.86240 0.22375 1.42303
H -6.43791 -0.64296 2.85690
H -3.98964 -0.66685 2.90782
H -4.54372 0.39797 4.21091
*
```

***

# 3
Molecular formula: C4H9MgO3
Method: DFT, wB97M-V/def2-TZVPD

Computed properties:
HOMO level (spin up / spin down) = -4.124 / -8.125 eV
Kohn-Sham gap (spin up / spin down) = 2.350 / 6.372 eV
molecular weight = 129.4 g mol⁻¹
energy above the lowest of the compared OMol25 structures with the same formula, charge and spin = 0.00 kJ/mol

Geometry as ORCA input:
```
! RIJCOSX wB97M-V def2-TZVPD def2/J DEFGRID3
* xyz 0 2
O 0.10638 1.83241 -0.40950
C -0.60622 1.31820 0.65996
C -1.43077 0.10546 0.27401
O -0.56553 -0.78280 -0.43087
C -1.13082 -2.03869 -0.73670
Mg 0.77457 0.40202 -1.63548
H -1.28541 2.06497 1.10082
H 0.09267 1.00207 1.46189
H -2.27751 0.37747 -0.38195
H -1.83541 -0.39758 1.16347
H -0.37716 -2.62675 -1.27226
H -1.41396 -2.56712 0.18565
H -2.02419 -1.92249 -1.36998
O 2.41584 -0.00706 -0.34126
C 2.98773 0.83621 0.37514
H 3.06545 1.88188 0.05612
H 3.50433 0.52179 1.30094
*
```

***

# 4
Molecular formula: C5H8N2
Method: DFT, wB97M-V/def2-TZVPD

Computed properties:
SMILES = C[C@H]1CN1CC#N
HOMO level = -9.775 eV
Kohn-Sham gap = 10.744 eV
molecular weight = 96.1 g mol⁻¹
energy above the lowest of the compared OMol25 structures with the same formula, charge and spin = 209.10 kJ/mol

Geometry as ORCA input:
```
! RIJCOSX wB97M-V def2-TZVPD def2/J DEFGRID3
* xyz 0 1
C -1.66921 -1.07186 0.52574
C -0.64026 -0.14431 -0.07596
C -0.56328 1.32709 -0.21765
N 0.34791 0.61429 0.69270
C 1.79963 0.46195 0.30264
C 1.89816 -0.47360 -0.82299
N 1.58107 -1.21804 -1.65123
H -2.35507 -0.63602 1.25449
H -1.14869 -1.91751 0.99124
H -2.25660 -1.48484 -0.30471
H -0.19842 -0.64040 -0.94041
H -0.15120 1.68848 -1.16232
H -1.28083 2.01389 0.23620
H 2.26178 1.41918 0.02272
H 2.37500 0.06170 1.14954
*
```

***

# 5
Molecular formula: CHN5O
Method: DFT, wB97M-V/def2-TZVPD

Computed properties:
SMILES = O=Nn1cnnn1
HOMO level = -10.760 eV
Kohn-Sham gap = 9.327 eV
molecular weight = 99.1 g mol⁻¹
energy above the lowest of the compared OMol25 structures with the same formula, charge and spin = 634.77 kJ/mol

Geometry as ORCA input:
```
! RIJCOSX wB97M-V def2-TZVPD def2/J DEFGRID3
* xyz 0 1
C 0.26535 -0.39962 0.03624
N 1.09269 -1.35986 -0.00831
N 0.48104 -2.47184 0.49228
N -0.68769 -2.26056 0.84068
N -2.12059 -0.25563 0.80206
N -0.99957 -0.96891 0.62510
O -3.08870 -0.83971 1.20817
H 0.33309 0.61296 -0.27718
*
```

***

# 6
Molecular formula: C2H8IO2
Method: DFT, wB97M-V/def2-TZVPD

Computed properties:
HOMO level = -4.124 eV
Kohn-Sham gap = 7.851 eV
molecular weight = 191.0 g mol⁻¹
energy above the lowest of the compared OMol25 structures with the same formula, charge and spin = 0.02 kJ/mol

Geometry as ORCA input:
```
! RIJCOSX wB97M-V def2-TZVPD def2/J DEFGRID3
* xyz -1 1
I 0.17577 -0.13020 -2.20165
C 0.73130 -3.18106 0.64421
O -0.41282 -2.37139 0.57656
H 0.48912 -4.05953 1.24833
H 1.01725 -3.56784 -0.33815
H 1.56329 -2.64468 1.10535
H -0.34434 -1.80272 -0.21449
C -0.39534 3.17137 0.13175
O -1.31217 2.80236 -0.86870
H -0.42663 4.26089 0.20972
H -0.63137 2.70016 1.09252
H 0.63102 2.89877 -0.14508
H -1.08507 1.92389 -1.24037
*
```

***

# 7
Molecular formula: C4H13N3
Method: DFT, wB97M-V/def2-TZVPD

Computed properties:
SMILES = CCCCN(N)N
HOMO level = -8.664 eV
Kohn-Sham gap = 9.747 eV
molecular weight = 103.2 g mol⁻¹
energy above the lowest of the compared OMol25 structures with the same formula, charge and spin = 259.33 kJ/mol

Geometry as ORCA input:
```
! RIJCOSX wB97M-V def2-TZVPD def2/J DEFGRID3
* xyz 0 1
C -1.39007 -0.84004 0.43856
C -1.26119 0.25202 -0.61030
C 0.00503 1.33855 -0.63038
C 1.24215 1.07398 -1.48665
N -0.14206 -1.29659 1.23617
N 0.06594 -0.44051 2.33226
N 1.03246 -1.40511 0.45068
H 0.47408 -0.99176 3.08026
H 0.68878 0.33908 2.12046
H 0.86178 -0.95007 -0.46076
H 1.18373 -2.39656 0.26820
H -2.07511 -0.55093 1.23288
H -1.75681 -1.75586 -0.03273
H -2.14974 0.87899 -0.53537
H -1.22337 -0.17734 -1.61810
H -0.49784 2.20919 -1.05977
H 0.27793 1.67404 0.36867
H 0.98067 0.51336 -2.38289
H 1.98498 0.50753 -0.93095
H 1.69865 2.01803 -1.78024
*
```

***

# 8
Molecular formula: C7H14
Method: DFT, wB97M-V/def2-TZVPD

Computed properties:
SMILES = CC(C)CC1CC1
HOMO level = -10.078 eV
Kohn-Sham gap = 11.323 eV
molecular weight = 98.2 g mol⁻¹
energy above the lowest of the compared OMol25 structures with the same formula, charge and spin = 76.12 kJ/mol

Geometry as ORCA input:
```
! RIJCOSX wB97M-V def2-TZVPD def2/J DEFGRID3
* xyz 0 1
C -1.28886 1.21038 -0.54693
C -1.21346 -0.07729 0.27617
C -2.38750 -0.99490 -0.06713
C 0.12424 -0.80584 0.07553
C 1.31828 -0.10583 0.68895
C 2.69865 -0.33081 0.13917
C 2.03345 1.00570 -0.02815
H -1.17928 0.98488 -1.61671
H -2.25584 1.70866 -0.41141
H -0.50182 1.91784 -0.26982
H -1.29197 0.19080 1.34092
H -3.34587 -0.49012 0.10170
H -2.35153 -1.29360 -1.12301
H -2.37448 -1.90794 0.53944
H 0.05055 -1.81373 0.50903
H 0.29697 -0.94863 -1.00270
H 1.25743 0.00146 1.77204
H 3.53145 -0.41199 0.83176
H 2.79054 -0.95858 -0.74411
H 1.68698 1.27596 -1.02257
H 2.40205 1.84359 0.55782
*
```